No. 1
{
  "formula": "C25H72O15",
  "method": "the ωB97M-V functional and the def2-TZVPD basis",
  "homo_ev": -9.2,
  "multiplicity": 1,
  "molar_mass_g_mol": 612.836,
  "relative_energy_kcal_mol": 7.30,
  "lumo_ev": 0.31,
  "gap_ev": 9.54,
  "smiles": "CC(C)O.CC(C)O.CC(C)O.OCCO.OCCO.OCCO.OCCO.CCO.CCO.CCO.CCO",
  "species": ["C", "C", "C", "O", "H", "H", "H", "H", "H", "H", "H", "H", "C", "C", "C", "O", "H", "H", "H", "H", "H", "H", "H", "H", "C", "C", "C", "O", "H", "H", "H", "H", "H", "H", "H", "H", "O", "C", "C", "O", "H", "H", "H", "H", "H", "H", "O", "C", "C", "O", "H", "H", "H", "H", "H", "H", "O", "C", "C", "O", "H", "H", "H", "H", "H", "H", "O", "C", "C", "O", "H", "H", "H", "H", "H", "H", "C", "C", "O", "H", "H", "H", "H", "H", "H", "C", "C", "O", "H", "H", "H", "H", "H", "H", "C", "C", "O", "H", "H", "H", "H", "H", "H", "C", "C", "O", "H", "H", "H", "H", "H", "H"],
  "coordinates": [[2.262, -4.556, -4.427], [1.491, -4.212, -3.128], [1.702, -2.732, -2.738], [0.182, -4.487, -3.322], [3.337, -4.447, -4.288], [2.002, -3.835, -5.203], [1.944, -5.531, -4.796], [1.892, -4.866, -2.353], [1.367, -2.568, -1.714], [1.166, -2.094, -3.441], [2.784, -2.620, -2.674], [-0.274, -4.314, -2.495], [-1.043, 3.550, 2.059], [0.147, 4.331, 1.504], [1.455, 3.814, 1.976], [0.043, 4.189, 0.134], [-0.927, 3.500, 3.142], [-0.947, 2.512, 1.741], [-2.049, 3.929, 1.878], [0.004, 5.400, 1.665], [2.222, 4.281, 1.359], [1.491, 2.725, 1.927], [1.679, 4.015, 3.024], [0.376, 3.308, -0.055], [-2.994, -4.265, -1.090], [-1.827, -4.485, -0.161], [-1.489, -5.980, -0.071], [-0.728, -3.810, -0.768], [-3.863, -4.806, -0.714], [-2.842, -4.611, -2.113], [-3.142, -3.196, -1.237], [-2.023, -4.050, 0.819], [-2.443, -6.473, 0.113], [-0.785, -6.162, 0.741], [-1.150, -6.345, -1.040], [-0.869, -2.863, -0.701], [4.448, 2.720, -4.033], [3.433, 2.888, -3.000], [3.606, 4.249, -2.291], [3.345, 5.371, -3.086], [4.363, 3.533, -4.537], [2.475, 2.729, -3.495], [3.465, 2.105, -2.243], [4.617, 4.286, -1.886], [2.879, 4.245, -1.479], [3.892, 5.320, -3.873], [2.089, 0.396, 2.923], [2.540, 0.604, 4.252], [3.994, 1.168, 4.462], [4.957, 0.162, 4.256], [1.179, 0.115, 3.044], [1.868, 1.327, 4.713], [2.365, -0.337, 4.772], [3.953, 1.583, 5.468], [4.162, 1.998, 3.776], [5.843, 0.513, 4.367], [-1.236, -1.008, -0.586], [-0.613, 0.194, -0.177], [0.208, 0.746, -1.341], [1.078, 1.898, -0.975], [-2.074, -0.767, -0.987], [-1.398, 0.893, 0.110], [0.028, 0.021, 0.688], [-0.509, 0.956, -2.135], [0.854, -0.010, -1.788], [1.927, 1.503, -0.762], [3.734, -1.636, 1.687], [3.332, -1.489, 0.342], [3.941, -0.218, -0.208], [3.247, 0.906, 0.306], [3.328, -0.960, 2.235], [3.718, -2.315, -0.255], [2.255, -1.588, 0.203], [3.920, -0.171, -1.297], [4.995, -0.105, 0.047], [3.006, 0.790, 1.228], [-2.885, 3.562, -1.383], [-4.126, 3.471, -0.512], [-4.757, 2.191, -0.775], [-2.094, 2.866, -1.105], [-2.420, 4.544, -1.462], [-3.208, 3.390, -2.410], [-4.807, 4.247, -0.864], [-4.006, 3.595, 0.565], [-5.232, 2.338, -1.597], [-3.555, 0.295, 2.585], [-3.402, 1.403, 3.673], [-2.167, 1.231, 4.266], [-3.542, -0.702, 3.026], [-2.748, 0.256, 1.853], [-4.463, 0.412, 1.994], [-4.237, 1.356, 4.372], [-3.534, 2.372, 3.192], [-1.988, 1.989, 4.828], [-3.719, -1.389, -3.771], [-4.066, -0.115, -2.948], [-3.606, -0.212, -1.560], [-4.111, -1.273, -4.781], [-4.211, -2.272, -3.364], [-2.633, -1.475, -3.807], [-5.136, 0.088, -2.910], [-3.662, 0.783, -3.414], [-3.915, 0.592, -1.137], [0.301, -2.782, 2.457], [-0.865, -1.918, 2.975], [-0.370, -0.639, 3.466], [1.050, -2.899, 3.240], [0.753, -2.235, 1.629], [-0.017, -3.761, 2.098], [-1.428, -2.410, 3.768], [-1.444, -1.667, 2.086], [-1.116, -0.093, 3.723]]
}

---

No. 2
{
  "formula": "C25H73AsAuGeSeSi8",
  "method": "the ωB97M-V functional and the def2-TZVPD basis",
  "homo_ev": [-4.2, -4.2],
  "multiplicity": 1,
  "molar_mass_g_mol": 1022.006,
  "relative_energy_kcal_mol": 0.00,
  "lumo_ev": [1.29, 1.29],
  "gap_ev": [5.47, 5.47],
  "charge": -1,
  "species": ["Au", "C", "Si", "C", "C", "As", "Si", "C", "C", "C", "Si", "C", "C", "C", "H", "H", "H", "H", "H", "H", "H", "H", "H", "H", "H", "H", "H", "H", "H", "H", "H", "H", "H", "H", "H", "H", "H", "H", "H", "H", "H", "C", "Si", "C", "C", "Si", "Si", "C", "C", "C", "Si", "C", "C", "C", "H", "H", "H", "H", "H", "H", "H", "H", "H", "H", "H", "H", "H", "H", "H", "H", "H", "H", "H", "H", "H", "H", "H", "H", "H", "H", "H", "C", "Ge", "C", "C", "C", "H", "H", "H", "H", "H", "H", "H", "H", "H", "H", "C", "Si", "C", "C", "Se", "H", "H", "H", "H", "H", "H", "H", "H", "H"],
  "coordinates": [[1.191, -0.207, 0.284], [-3.359, -3.915, 0.833], [-3.518, -2.626, 2.200], [-2.334, -3.089, 3.587], [-5.240, -2.803, 2.941], [-2.808, -0.597, 1.261], [-4.653, -0.010, -0.078], [-6.362, -0.468, 0.581], [-4.371, -0.950, -1.672], [-4.671, 1.842, -0.328], [-2.909, 0.882, 3.079], [-1.341, 0.570, 4.053], [-4.375, 0.669, 4.242], [-2.848, 2.651, 2.455], [-3.059, -4.881, 1.247], [-2.615, -3.616, 0.093], [-4.309, -4.055, 0.312], [-2.573, -4.096, 3.943], [-2.416, -2.408, 4.436], [-1.296, -3.086, 3.252], [-5.342, -3.829, 3.310], [-6.036, -2.623, 2.222], [-5.390, -2.128, 3.784], [-6.613, -1.510, 0.373], [-7.104, 0.159, 0.076], [-6.458, -0.303, 1.655], [-4.381, -2.027, -1.483], [-3.396, -0.684, -2.087], [-5.144, -0.728, -2.413], [-5.009, 2.347, 0.577], [-5.373, 2.086, -1.132], [-3.686, 2.218, -0.607], [-1.293, -0.454, 4.423], [-1.265, 1.249, 4.908], [-0.479, 0.730, 3.402], [-4.344, -0.304, 4.736], [-5.326, 0.747, 3.711], [-4.353, 1.441, 5.016], [-2.339, 2.713, 1.491], [-2.296, 3.266, 3.171], [-3.844, 3.082, 2.339], [1.157, -1.656, -3.682], [2.430, -0.275, -3.626], [3.984, -0.910, -4.499], [1.882, 1.224, -4.614], [2.868, 0.241, -1.391], [3.529, 2.480, -1.095], [5.314, 2.699, -1.684], [2.458, 3.694, -2.043], [3.467, 2.935, 0.733], [4.688, -1.041, -0.665], [4.124, -2.816, -0.353], [6.204, -1.157, -1.796], [5.347, -0.308, 0.951], [0.987, -2.012, -4.702], [0.210, -1.301, -3.269], [1.493, -2.498, -3.073], [3.791, -0.977, -5.574], [4.274, -1.902, -4.147], [4.835, -0.242, -4.351], [1.495, 0.919, -5.591], [2.730, 1.892, -4.782], [1.107, 1.772, -4.082], [5.396, 2.498, -2.755], [5.995, 2.020, -1.167], [5.658, 3.722, -1.506], [2.711, 3.692, -3.105], [2.604, 4.709, -1.660], [1.401, 3.433, -1.955], [4.196, 2.362, 1.310], [2.479, 2.729, 1.149], [3.682, 3.998, 0.872], [3.771, -3.266, -1.285], [3.293, -2.842, 0.352], [4.936, -3.435, 0.037], [6.057, -1.877, -2.602], [7.070, -1.477, -1.209], [6.446, -0.196, -2.254], [4.552, -0.189, 1.689], [5.774, 0.681, 0.770], [6.129, -0.938, 1.385], [1.126, -1.976, 5.105], [2.037, -1.258, 3.513], [3.585, -2.437, 3.234], [2.638, 0.552, 3.945], [0.899, -1.223, 1.923], [1.879, -2.447, 5.741], [0.369, -2.722, 4.861], [0.653, -1.173, 5.669], [4.281, -2.297, 4.064], [4.107, -2.229, 2.306], [3.260, -3.478, 3.226], [3.160, 0.547, 4.905], [1.782, 1.221, 4.022], [3.311, 0.948, 3.185], [0.318, -2.142, 1.770], [-3.769, 2.103, -3.365], [-1.896, 1.904, -3.524], [-1.676, 0.558, -4.831], [-1.341, 3.531, -4.315], [-0.848, 1.497, -1.606], [-4.197, 2.270, -4.358], [-4.023, 2.955, -2.733], [-4.236, 1.213, -2.937], [-2.062, 0.896, -5.798], [-2.218, -0.347, -4.545], [-0.628, 0.288, -4.957], [-1.955, 3.761, -5.192], [-0.297, 3.497, -4.632], [-1.443, 4.348, -3.598]]
}

---

No. 3
{
  "formula": "C25H74F3N13O13S",
  "method": "the ωB97M-V functional and the def2-TZVPD basis",
  "homo_ev": -8.8,
  "multiplicity": 1,
  "molar_mass_g_mol": 854.006,
  "relative_energy_kcal_mol": 51.19,
  "lumo_ev": 0.17,
  "gap_ev": 8.95,
  "species": ["O", "H", "H", "H", "C", "F", "F", "F", "S", "O", "O", "O", "C", "O", "N", "N", "H", "H", "H", "H", "C", "O", "N", "N", "H", "H", "H", "H", "C", "O", "N", "N", "H", "H", "H", "H", "C", "O", "N", "N", "H", "H", "H", "H", "C", "C", "C", "O", "C", "N", "H", "H", "H", "H", "H", "H", "H", "H", "H", "H", "H", "C", "C", "C", "O", "C", "N", "H", "H", "H", "H", "H", "H", "H", "H", "H", "H", "H", "C", "C", "C", "O", "C", "N", "H", "H", "H", "H", "H", "H", "H", "H", "H", "H", "H", "C", "C", "C", "O", "C", "N", "H", "H", "H", "H", "H", "H", "H", "H", "H", "H", "H", "C", "C", "C", "O", "C", "N", "H", "H", "H", "H", "H", "H", "H", "H", "H", "H", "H"],
  "coordinates": [[6.859, -11.971, 0.100], [6.786, -11.700, -0.819], [7.507, -12.659, 0.264], [7.174, -11.262, 0.665], [12.187, -12.866, -2.056], [12.219, -13.288, -0.748], [12.412, -11.606, -2.111], [13.134, -13.361, -2.809], [10.504, -13.254, -2.822], [10.429, -14.704, -2.865], [9.550, -12.692, -1.829], [10.354, -12.611, -4.145], [6.430, -15.378, -2.570], [6.626, -15.093, -1.389], [7.382, -15.786, -3.385], [5.212, -15.312, -3.113], [8.275, -15.814, -2.913], [7.176, -16.396, -4.163], [5.029, -15.512, -4.086], [4.459, -15.261, -2.441], [13.605, -11.686, -6.264], [14.674, -11.175, -6.574], [12.850, -11.446, -5.232], [13.111, -12.613, -6.997], [11.897, -11.780, -5.236], [13.166, -10.712, -4.615], [12.276, -13.056, -6.642], [13.643, -13.081, -7.717], [9.748, -10.982, -6.900], [9.401, -10.484, -7.938], [9.986, -12.230, -6.812], [10.153, -10.375, -5.740], [9.957, -12.791, -7.651], [9.922, -12.708, -5.925], [10.275, -9.373, -5.745], [10.307, -10.990, -4.953], [11.119, -15.504, -6.620], [10.939, -15.359, -7.846], [10.231, -15.667, -5.702], [12.295, -15.428, -6.135], [9.323, -15.744, -6.138], [10.295, -15.675, -4.694], [12.396, -15.573, -5.141], [13.064, -15.514, -6.785], [4.906, -10.470, -2.873], [6.082, -11.491, -3.042], [6.710, -11.442, -4.438], [6.014, -12.369, -5.249], [6.618, -12.548, -6.552], [7.109, -10.890, -2.178], [4.582, -10.476, -1.832], [4.171, -10.746, -3.629], [5.294, -9.477, -3.103], [5.858, -12.515, -2.745], [7.689, -11.913, -4.348], [6.873, -10.428, -4.803], [6.874, -11.601, -7.027], [5.955, -13.079, -7.234], [7.469, -13.200, -6.355], [8.018, -11.315, -2.291], [7.324, -9.975, -2.549], [10.923, -18.575, -3.384], [10.954, -18.235, -1.900], [11.451, -19.428, -0.991], [11.038, -19.176, 0.366], [12.075, -18.688, 1.140], [11.810, -17.081, -1.720], [10.679, -17.730, -4.029], [10.369, -19.500, -3.543], [11.887, -18.860, -3.806], [9.944, -18.136, -1.503], [12.413, -19.790, -1.352], [10.844, -20.302, -1.228], [13.091, -18.755, 0.751], [12.072, -18.984, 2.189], [11.851, -17.621, 1.116], [11.965, -16.962, -0.729], [11.297, -16.240, -1.943], [9.802, -9.856, 0.024], [9.032, -9.593, 1.273], [9.373, -8.225, 1.866], [8.878, -8.354, 3.147], [8.942, -7.139, 3.933], [7.616, -9.632, 0.984], [10.867, -9.633, 0.086], [9.616, -9.347, -0.922], [9.707, -10.906, -0.253], [9.252, -10.456, 1.902], [8.934, -7.387, 1.325], [10.445, -8.051, 1.964], [8.700, -7.297, 4.984], [8.381, -6.336, 3.454], [9.996, -6.869, 3.854], [7.101, -9.304, 1.788], [7.447, -8.873, 0.340], [9.803, -15.893, 1.282], [8.832, -14.807, 1.815], [9.613, -13.937, 2.925], [8.843, -12.923, 3.594], [7.608, -13.284, 4.155], [8.442, -14.024, 0.591], [10.773, -15.489, 0.993], [9.540, -16.458, 0.388], [9.976, -16.617, 2.079], [7.845, -15.112, 2.163], [10.429, -13.340, 2.516], [10.070, -14.618, 3.642], [6.810, -13.303, 3.413], [7.409, -12.551, 4.937], [7.674, -14.194, 4.753], [9.219, -13.732, 0.016], [7.871, -14.642, 0.032], [14.394, -15.334, 0.634], [15.287, -14.381, -0.183], [16.707, -14.291, 0.367], [16.695, -14.087, 1.799], [17.944, -14.176, 2.322], [15.339, -14.708, -1.627], [14.646, -16.393, 0.575], [13.342, -15.248, 0.360], [14.450, -14.996, 1.669], [14.745, -13.441, -0.073], [17.383, -13.492, 0.063], [17.135, -15.217, -0.017], [18.081, -14.176, 3.403], [18.758, -13.477, 2.129], [18.357, -15.124, 1.979], [14.473, -14.396, -2.044], [16.084, -14.189, -2.070]]
}

---

No. 4
{
  "formula": "C25H74NO11S10",
  "method": "the ωB97M-V functional and the def2-TZVPD basis",
  "homo_ev": -10.2,
  "multiplicity": 1,
  "molar_mass_g_mol": 885.533,
  "relative_energy_kcal_mol": 44.18,
  "lumo_ev": -2.15,
  "gap_ev": 8.08,
  "charge": 1,
  "species": ["C", "N", "C", "C", "C", "C", "O", "H", "H", "H", "H", "H", "H", "H", "H", "H", "H", "H", "H", "H", "H", "C", "S", "O", "C", "H", "H", "H", "H", "H", "H", "C", "S", "O", "C", "H", "H", "H", "H", "H", "H", "C", "S", "O", "C", "H", "H", "H", "H", "H", "H", "C", "S", "O", "C", "H", "H", "H", "H", "H", "H", "C", "S", "O", "C", "H", "H", "H", "H", "H", "H", "C", "S", "O", "C", "H", "H", "H", "H", "H", "H", "C", "S", "O", "C", "H", "H", "H", "H", "H", "H", "C", "S", "O", "C", "H", "H", "H", "H", "H", "H", "C", "S", "O", "C", "H", "H", "H", "H", "H", "H", "C", "S", "O", "C", "H", "H", "H", "H", "H", "H"],
  "coordinates": [[0.620, 1.733, 0.916], [0.506, 0.335, 0.459], [0.277, -0.498, 1.701], [-0.726, 0.380, -0.341], [1.692, -0.211, -0.128], [2.293, 0.510, -1.443], [3.591, 0.060, -1.767], [-0.064, 2.409, 1.501], [0.911, 2.414, 0.169], [1.358, 1.694, 1.563], [1.104, -0.414, 2.284], [-0.043, -1.496, 1.219], [-0.805, -0.143, 2.127], [-0.564, 0.899, -1.328], [-1.711, 0.592, 0.131], [-1.098, -0.398, -0.502], [1.523, -1.294, -0.490], [2.413, -0.267, 0.866], [2.432, 1.688, -1.357], [1.526, 0.442, -2.267], [3.379, -0.868, -1.787], [-5.725, 0.108, -0.658], [-5.542, -1.302, 0.578], [-6.111, -2.469, -0.228], [-3.761, -1.405, 0.470], [-5.460, 0.970, -0.059], [-6.756, 0.360, -0.660], [-5.221, -0.128, -1.511], [-3.394, -2.033, 1.275], [-3.496, -0.336, 0.993], [-3.433, -1.256, -0.421], [1.162, 0.974, -5.554], [2.740, 0.356, -6.241], [2.562, -1.185, -6.025], [2.920, 0.715, -7.977], [0.911, 2.057, -5.471], [0.938, 0.628, -4.624], [0.413, 0.803, -6.303], [2.139, 0.256, -8.593], [3.615, 0.037, -8.320], [3.187, 1.820, -8.209], [-1.772, 2.350, 4.372], [-1.931, 3.887, 5.244], [-3.055, 4.677, 4.554], [-2.643, 3.256, 6.765], [-2.672, 1.855, 4.366], [-1.059, 1.880, 5.011], [-1.273, 2.535, 3.409], [-3.503, 2.808, 6.579], [-2.718, 4.034, 7.539], [-1.947, 2.563, 7.131], [6.783, -0.103, -0.287], [6.446, 1.260, 0.881], [5.193, 2.054, 0.402], [5.747, 0.329, 2.244], [5.958, -0.710, -0.384], [7.669, -0.616, -0.119], [6.996, 0.208, -1.073], [6.682, -0.240, 2.776], [4.798, -0.253, 1.871], [5.433, 1.058, 3.014], [2.008, 4.539, -2.966], [0.284, 4.025, -3.097], [-0.131, 3.274, -1.839], [-0.340, 5.688, -2.762], [2.219, 5.030, -2.072], [2.337, 5.074, -3.679], [2.477, 3.601, -2.916], [-0.011, 5.990, -1.718], [-1.531, 5.594, -2.786], [0.121, 6.279, -3.467], [3.534, -4.129, 0.502], [4.249, -4.025, -1.168], [3.855, -2.527, -1.620], [5.932, -4.009, -0.748], [3.725, -5.159, 0.881], [2.433, -3.924, 0.481], [4.017, -3.166, 0.864], [6.221, -4.834, -0.012], [6.251, -3.189, -0.055], [6.867, -4.088, -1.484], [-4.198, -0.986, 6.057], [-2.849, -1.508, 5.002], [-2.717, -0.534, 3.795], [-1.413, -1.011, 6.069], [-4.071, -0.029, 6.544], [-4.415, -1.611, 6.878], [-5.109, -0.800, 5.342], [-0.580, -1.277, 5.407], [-1.274, -1.539, 7.022], [-1.236, 0.020, 6.240], [-0.027, -3.193, -4.475], [0.804, -2.518, -3.064], [-0.213, -1.447, -2.659], [0.533, -3.967, -2.071], [0.490, -3.965, -4.865], [-0.142, -2.598, -5.293], [-1.088, -3.541, -4.259], [1.200, -3.925, -1.181], [0.961, -4.828, -2.578], [-0.487, -4.140, -1.705], [-3.573, -4.959, 1.393], [-2.010, -5.829, 0.970], [-2.181, -6.325, -0.413], [-1.129, -4.365, 0.957], [-3.553, -4.499, 2.356], [-4.383, -5.878, 1.438], [-3.923, -4.279, 0.604], [-1.120, -3.788, 1.840], [-1.648, -3.856, 0.307], [-0.067, -4.487, 0.828], [-2.218, 4.016, -0.045], [-3.257, 3.756, -1.444], [-3.579, 2.221, -1.252], [-4.587, 4.893, -0.902], [-1.404, 3.261, 0.106], [-2.848, 3.855, 0.849], [-1.851, 5.051, 0.093], [-4.874, 4.667, 0.027], [-5.320, 4.544, -1.642], [-4.601, 5.986, -0.901]]
}